ORCA calculation (ωB97M-V/def2-TZVPD) on the ion C26H32N3 with charge +1 at a distorted geometry.

```
61
Properties=species:S:1:pos:R:3:forces:R:3:nbo_charge:R:1
C 2.521 -2.341 2.549 0.2 0.3 0.3 -0.682
C 1.563 -2.844 1.535 -0.4 -0.1 -0.6 0.258
C 0.283 -2.386 1.241 0.4 1.5 -0.3 -0.221
C -0.153 -1.019 1.678 -3.7 -1.5 0.6 -0.043
C -1.558 -0.618 1.375 0.3 0.4 0.5 -0.112
C -2.563 -0.808 2.303 0.1 -0.5 -0.8 0.220
C -2.540 -1.434 3.651 0.3 0.0 0.2 -0.653
N -3.748 -0.495 1.728 -0.6 0.6 -0.5 -0.343
C -5.027 -0.753 2.349 -0.1 -0.1 0.6 -0.407
C -3.543 -0.013 0.434 0.1 -1.1 0.3 0.153
C -4.523 0.087 -0.557 0.6 0.8 -0.4 -0.235
C -4.081 0.339 -1.871 -0.5 -0.2 1.1 -0.203
C -2.701 0.395 -2.151 0.2 -0.1 0.6 -0.239
C -1.736 0.200 -1.138 -0.4 0.4 -0.5 -0.154
C -2.137 -0.023 0.192 -1.1 -0.8 -0.3 -0.124
N 0.746 0.302 0.907 2.9 -3.2 2.8 -0.517
C 1.606 -0.190 -0.224 0.0 -0.8 -0.1 -0.227
C 2.257 1.070 -0.818 0.0 -0.7 -0.7 -0.419
C 1.871 2.271 0.048 -0.5 0.3 0.4 -0.418
C 1.156 1.698 1.305 0.2 0.8 0.8 -0.021
C 0.005 2.506 1.905 0.0 0.0 -0.6 -0.619
C -0.241 -3.202 0.169 0.8 -0.5 -1.2 -0.011
C -1.395 -3.226 -0.635 -0.2 -0.3 -0.3 -0.209
C -1.445 -4.104 -1.736 0.1 0.2 0.6 -0.218
C -0.384 -4.984 -2.036 0.3 0.3 0.7 -0.195
C 0.760 -5.021 -1.222 -0.5 -0.1 -0.5 -0.236
C 0.816 -4.111 -0.178 -0.2 0.9 0.5 0.129
N 1.908 -3.813 0.649 -0.2 -0.4 0.4 -0.336
C 3.175 -4.526 0.689 0.0 0.0 0.2 -0.410
H 2.002 -1.722 3.295 0.1 -0.1 -0.2 0.229
H 3.005 -3.148 3.110 -0.1 0.1 -0.2 0.257
H 3.322 -1.738 2.092 -0.1 -0.1 0.1 0.230
H -0.145 -1.070 2.815 1.2 1.1 -1.2 0.262
H -1.509 -1.698 3.895 -0.2 0.0 0.3 0.216
H -2.932 -0.737 4.407 0.1 -0.3 -0.1 0.238
H -3.117 -2.373 3.688 0.1 0.4 -0.1 0.244
H -5.843 -0.441 1.689 0.3 -0.1 0.3 0.228
H -5.133 -1.826 2.593 -0.1 0.4 -0.3 0.210
H -5.064 -0.205 3.305 -0.3 -0.1 -0.4 0.212
H -5.573 0.024 -0.252 0.4 0.0 -0.6 0.222
H -4.840 0.491 -2.643 0.5 -0.1 0.1 0.229
H -2.414 0.551 -3.192 0.2 0.0 0.4 0.226
H -0.677 0.230 -1.368 -0.2 -0.1 -0.3 0.188
H 1.225 -0.219 1.764 0.1 1.6 -1.9 0.490
H 0.975 -0.794 -0.921 0.5 0.7 0.4 0.234
H 2.377 -0.892 0.164 -0.5 0.5 -0.3 0.200
H 1.871 1.147 -1.855 0.6 0.3 0.5 0.236
H 3.351 0.921 -0.815 -0.6 0.2 -0.3 0.228
H 1.136 2.913 -0.493 0.8 -0.2 0.4 0.231
H 2.798 2.815 0.375 -1.2 -0.1 -0.5 0.241
H 1.915 1.602 2.104 -0.2 -0.1 -0.3 0.184
H 0.423 3.435 2.353 -0.5 -0.6 -0.4 0.237
H -0.714 2.725 1.093 0.2 0.2 0.5 0.228
H -0.521 1.919 2.678 0.3 0.3 -0.2 0.222
H -2.251 -2.578 -0.397 0.5 -0.3 -0.3 0.231
H -2.346 -4.127 -2.357 0.4 0.1 0.2 0.228
H -0.450 -5.631 -2.904 0.0 0.0 0.2 0.228
H 1.590 -5.717 -1.387 -0.5 0.3 -0.2 0.222
H 3.189 -5.247 -0.128 0.1 0.1 0.2 0.231
H 4.017 -3.821 0.567 -0.3 -0.4 0.1 0.214
H 3.265 -5.056 1.654 0.1 0.1 -0.5 0.216
```
Forces are in eV/Å.

Calculated values
- LUMO energy: -2.33 eV
- SMILES string: Cc1c(C(c2c(C)n(C)c3ccccc23)[N@@H+]2CCC[C@H]2C)c2ccccc2n1C
- HOMO level: -0.3804 Ha
- Charge: +1
- DFT total energy: -1173.91096 hartree